54
Properties=species:S:1:pos:R:3:mulliken_charge:R:1 method="wB97M-V/def2-TZVPD" e_above_lowest_kcal_mol=0.00 e_homo_ev=-8.67 lumo_energy_ev=0.604 charge=0 homo_lumo_gap_ev=9.28 smiles="C[C@@H](CN1C(=O)C(=O)NC[C@@H]1Cc1ccc(O)cc1)NC(=O)Cc1ccccc1"
C 1.72805 4.36827 -0.12870 -1.638
H 2.40198 4.44083 -0.97941 0.363
H 0.86072 4.99474 -0.31765 0.392
C 1.29913 2.92064 0.08424 0.395
N 2.44813 2.09559 0.38730 -0.116
C 2.42540 1.18326 1.38184 0.601
O 1.48060 1.06288 2.14054 -0.700
C 3.67819 0.32994 1.49165 -1.382
C 3.36023 -1.06275 1.00955 0.791
C 3.87338 -1.54049 -0.18801 -0.147
C 3.56948 -2.82006 -0.61828 -0.688
C 2.74044 -3.62916 0.13836 -0.386
C 2.21368 -3.15326 1.32752 -0.736
C 2.52507 -1.87803 1.76360 -0.132
H 2.11654 -1.50336 2.69093 0.305
H 1.56333 -3.77904 1.92307 0.459
H 2.50052 -4.62524 -0.20262 0.380
H 3.96925 -3.17984 -1.55313 0.364
H 4.50957 -0.91066 -0.79164 0.284
H 4.49258 0.76162 0.91079 0.419
H 3.96093 0.29429 2.54589 0.358
H 3.14628 2.01595 -0.33730 0.366
H 0.64164 2.84371 0.95790 0.372
C 0.57301 2.38091 -1.16282 -1.571
N 0.26226 0.97384 -1.04039 0.511
C 1.14478 0.07077 -1.52635 1.010
O 2.20954 0.39534 -2.01741 -0.696
C 0.71480 -1.39315 -1.44813 -0.177
O 1.08929 -2.21912 -2.25129 -0.653
N -0.10678 -1.68569 -0.42056 0.300
H -0.32636 -2.65849 -0.26641 0.333
C -0.64697 -0.68089 0.46196 -1.132
H -1.56243 -1.05735 0.92081 0.657
C -0.95318 0.56890 -0.36315 -0.667
H -1.24541 1.37084 0.32121 0.777
C -2.08344 0.33414 -1.38748 -0.788
C -3.37688 -0.01318 -0.70865 -0.010
C -4.13378 0.97164 -0.08289 -0.314
C -5.30998 0.66107 0.56723 -0.854
C -5.75677 -0.65685 0.60458 0.915
C -5.00829 -1.64821 -0.01768 -0.600
C -3.82979 -1.32410 -0.66496 -0.316
H -3.26036 -2.10319 -1.15089 0.403
H -5.35126 -2.67440 0.00285 0.276
O -6.92069 -0.92418 1.25256 -0.555
H -7.12017 -1.86656 1.19756 0.277
H -5.90155 1.42206 1.05011 0.410
H -3.80150 1.99911 -0.11173 0.424
H -2.20569 1.24595 -1.97654 0.421
H -1.78368 -0.46730 -2.06463 0.384
H 0.06713 -0.42379 1.25454 -0.071
H -0.34908 2.94114 -1.33043 0.426
H 1.22782 2.49129 -2.03216 0.544
H 2.24026 4.73965 0.75469 0.410

59
Properties=species:S:1:pos:R:3:lowdin_spin:R:1 method="wB97M-V/def2-TZVPD" e_above_lowest_kcal_mol=25.13 e_homo_ev="-5.59 / -10.23" spin_multiplicity=5 lumo_energy_ev="-3.567 / -5.353" charge=+1 homo_lumo_gap_ev="2.03 / 4.88"
Rh 2.93844 -0.81836 17.80865 1.999
O 0.59216 3.76154 22.91058 0.000
C 0.96030 2.64699 22.69659 0.000
O 1.16415 1.48330 22.68619 0.000
C -4.00991 1.17959 15.08148 0.000
O -5.17778 1.30560 15.14427 0.000
O -2.88486 0.97051 14.79998 0.000
O 6.13230 0.11381 16.24231 0.063
C 4.96196 0.23456 16.50083 0.032
O 4.53332 0.14472 17.76565 0.232
C 4.05923 0.69751 15.40107 0.088
P 2.26550 0.22296 15.91181 0.343
C 1.44959 -0.65727 14.60024 0.189
C 0.90931 -1.92642 14.92655 0.132
C 0.20471 -2.61661 13.94200 0.036
C 0.05892 -2.05940 12.64358 0.195
C 0.69173 -0.82590 12.34798 0.018
C 1.39253 -0.09169 13.32031 0.156
C 1.45187 1.72292 16.35917 0.053
C 0.09890 1.98774 16.06305 0.026
C -0.43508 3.24405 16.42517 0.004
C 0.27975 4.15271 17.23778 0.028
C 1.57810 3.81852 17.65294 0.001
C 2.16174 2.60705 17.19032 0.035
H 4.41703 0.11741 14.47313 0.000
H 4.27445 1.73422 15.15307 0.008
H 1.14303 -2.33046 15.94524 0.024
H -0.26865 -3.54100 14.16627 -0.001
H -0.58817 -2.51774 11.88361 0.013
H 0.74738 -0.52138 11.29449 -0.002
H 1.98005 0.79821 13.04236 0.013
H -0.44154 1.33001 15.36136 0.002
H -1.45918 3.45942 16.23643 0.000
H -0.13420 5.14298 17.46211 0.002
H 2.12472 4.47673 18.31434 0.000
H 3.20221 2.39902 17.34282 0.001
C 1.12255 -1.85416 22.39098 0.002
N -0.04377 -2.18551 21.43909 0.009
C -0.07790 -3.67434 21.22013 0.002
N 1.20547 -4.14631 20.72611 0.014
C 2.25094 -3.73334 21.58713 0.001
N 2.37225 -2.33853 21.88560 0.017
C 2.89660 -1.55155 20.76482 0.044
P 1.66886 -1.79149 19.34198 0.146
C 0.08674 -1.35100 20.16972 0.016
C 1.49544 -3.71393 19.32741 0.026
H 0.94072 -2.38714 23.32158 0.001
H 1.16783 -0.74375 22.47009 0.000
H -0.94982 -1.83513 21.90907 0.003
H -0.90735 -3.75401 20.51324 0.000
H -0.34184 -4.19482 22.12082 0.001
H 3.25543 -3.97756 21.22731 0.000
H 2.08243 -4.19159 22.54430 0.000
H 3.88270 -1.88723 20.44327 0.010
H 2.95870 -0.47253 21.01108 0.004
H -0.78263 -1.57796 19.48735 0.003
H -0.01213 -0.25560 20.36930 0.002
H 2.50455 -4.10952 19.03389 0.006
H 0.77493 -4.01714 18.60381 0.002

59
Properties=species:S:1:pos:R:3:mulliken_charge:R:1 method="wB97M-V/def2-TZVPD" e_above_lowest_kcal_mol=137.38 e_homo_ev=-11.01 lumo_energy_ev=-3.319 charge=+1 homo_lumo_gap_ev=7.69
Au 1.18244 -0.81434 0.37032 0.957
C 4.78333 -5.12523 -0.14200 -0.917
C 5.29751 -3.74392 -0.51853 -0.698
N 4.42763 -3.03864 -1.45158 -0.206
C 3.32125 -2.34305 -1.13472 0.468
S 3.03361 -2.08711 0.58432 -0.566
N 2.58000 -1.91272 -2.10126 -0.972
N 1.44608 -1.19922 -1.76878 0.179
C 0.78489 -0.79339 -2.79585 0.495
C 1.22609 -1.08891 -4.19655 -1.588
C -0.46649 -0.00782 -2.64523 0.895
C -0.71886 1.05048 -3.51490 -0.855
C -1.90749 1.74585 -3.37968 -0.546
C -2.80802 1.34001 -2.40796 -0.744
C -2.47645 0.25528 -1.60959 -0.349
N -1.32610 -0.40422 -1.71388 -0.281
H 5.47973 -5.61362 0.53996 0.361
H 4.67721 -5.75387 -1.02663 0.308
H 3.81267 -5.06015 0.35036 0.280
H 6.27605 -3.81412 -0.99221 0.352
H 5.42938 -3.12194 0.36779 0.350
H 4.53065 -3.22671 -2.43733 0.266
H 1.72706 -2.05088 -4.24972 0.423
H 1.94253 -0.33228 -4.52944 0.327
H 0.37165 -1.06393 -4.86810 0.448
H 0.00102 1.32635 -4.27286 0.461
H -2.13299 2.57926 -4.03237 0.461
H -3.76285 1.83442 -2.28581 0.444
H -3.16490 -0.11386 -0.85658 0.715
Cl -2.70352 3.46458 4.52351 -0.197
C -2.14012 2.56701 3.10238 0.322
C -0.81084 3.06894 2.49005 -0.751
C 0.27215 2.04249 2.11914 -0.523
C -0.01487 0.55423 2.32746 1.100
C 1.15439 -0.40359 2.39069 -2.080
C -1.35158 0.03514 2.88763 -0.663
C -2.46723 1.06228 3.09700 -0.417
H -0.46398 4.00506 2.91147 0.605
H 1.30335 2.35089 2.27205 0.514
H 0.96914 -1.31195 2.95943 0.552
H 2.10314 0.04591 2.67119 0.675
H -1.28038 -0.72172 3.66630 0.589
H -3.13394 0.76067 3.90438 0.721
C -4.59104 0.89524 1.73958 -1.215
N -3.17234 1.21539 1.78430 0.015
C -2.81536 2.63630 1.73093 -0.516
C -1.45353 2.97198 1.07184 -0.882
C -0.34818 1.93654 0.67898 -0.208
N -0.50009 0.38947 0.89069 0.576
C -1.63164 -0.47652 1.46617 -0.036
O -2.16692 -1.39733 0.98240 -0.478
N 0.27168 2.22366 -0.54259 -0.070
H -5.17192 1.44222 2.49229 0.427
H -4.72076 -0.17529 1.90289 0.404
H -4.98298 1.13827 0.75185 0.321
H -3.62865 3.33268 1.53389 0.608
H -1.47854 3.81418 0.38343 0.549
H 0.14746 3.17128 -0.86399 0.335
H 1.24048 1.94028 -0.60655 0.255

72
Properties=species:S:1:pos:R:3:lowdin_spin:R:1 method="wB97M-V/def2-TZVPD" e_above_lowest_kcal_mol=86.97 e_homo_ev="-10.90 / -10.91" spin_multiplicity=2 lumo_energy_ev="-4.267 / -4.373" charge=+1 homo_lumo_gap_ev="6.64 / 6.54"
W -1.43701 0.42582 -0.32394 0.794
Cl -4.49217 1.31321 6.02129 0.001
C -3.52351 1.39927 4.59561 0.004
C -3.38431 2.62235 3.92874 0.007
C -2.61122 2.72745 2.79294 0.001
C -1.98251 1.59429 2.29158 0.014
O -1.23083 1.63217 1.19368 0.043
C -2.12882 0.36168 2.94551 0.009
C -1.46931 -0.79829 2.45246 0.013
N -0.91533 -0.96115 1.28244 0.000
C -0.27862 -2.22370 1.04383 0.003
C -0.58646 -3.34507 1.78360 -0.003
C 0.14207 -4.53765 1.70540 0.000
C 1.21905 -4.62813 0.87620 -0.003
C 1.52441 -3.55180 0.02194 0.000
C 2.59832 -3.64205 -0.89182 0.003
C 2.85022 -2.62700 -1.76410 0.000
C 1.98121 -1.53974 -1.78759 0.003
N 0.97558 -1.45464 -0.93136 0.000
C 0.73094 -2.37534 0.05922 0.001
C -2.89357 0.27789 4.12283 0.001
H -3.90142 3.49094 4.31338 0.000
H -2.51013 3.66723 2.26885 0.000
H -1.47373 -1.62054 3.15810 0.000
H -1.42593 -3.33097 2.46177 0.000
H -0.15034 -5.37284 2.32623 0.000
H 1.82461 -5.52287 0.82783 0.000
H 3.20224 -4.54002 -0.89132 0.000
H 3.65734 -2.66320 -2.48000 0.000
H 2.02988 -0.72452 -2.49279 0.000
H -2.99987 -0.66581 4.64297 0.000
C 1.49983 1.48416 2.78403 0.000
P 1.79376 1.25761 0.98688 0.000
C 3.41346 0.38618 1.02435 0.000
C 2.31753 2.96894 0.53795 0.000
C 3.03364 3.05530 -0.81187 0.000
P 2.24598 2.05946 -2.15849 0.001
C 0.62387 2.94130 -2.33333 0.006
C 3.05476 2.86136 -3.59977 0.000
H 2.41303 1.75302 3.31771 0.000
H 1.09860 0.56693 3.21893 0.000
H 0.76396 2.27578 2.92932 0.000
H 4.18230 0.95133 1.55624 0.000
H 3.75765 0.19886 0.00544 0.000
H 3.29110 -0.57736 1.52453 0.000
H 2.95699 3.37508 1.32707 0.000
H 1.40715 3.57489 0.52703 0.000
H 4.06018 2.69143 -0.71580 0.000
H 3.10259 4.09817 -1.13447 0.000
H 0.31705 2.83751 -3.37814 0.000
H 0.75898 4.00681 -2.12206 0.001
H -1.22323 2.90103 -1.61571 0.000
H 2.85350 3.93353 -3.64517 0.000
H 2.72273 2.39435 -4.52662 0.000
H 4.13289 2.71826 -3.52128 0.000
F -1.85519 0.25233 -2.14891 0.013
P -2.40203 -3.30620 -2.50579 0.000
F -2.01193 -2.38821 -1.23294 0.010
F -2.17361 -4.54186 -1.60173 0.000
F -3.74447 -2.55926 -2.59062 0.000
F -2.82872 -4.24734 -3.69266 0.000
F -1.24895 -2.47361 -5.64412 0.000
O -0.39810 2.41317 -1.47610 0.029
S -0.92428 -1.54899 -4.39997 0.000
O 0.48931 -1.36569 -4.42075 0.000
O 0.13563 -0.45632 -1.18516 0.022
O -1.11526 -2.76724 -3.28287 0.000
O -4.78480 0.59284 -1.51645 0.000
S -4.12557 1.05216 -0.34873 0.011
O -4.86525 1.51319 0.77249 0.006
O -3.16137 -0.18823 0.18563 0.010
O -2.90453 1.91837 -0.64153 -0.003